151
Properties=species:S:1:pos:R:3:forces:R:3 method="wB97M-V/def2-TZVPD" charge=0 de_lowest_ev=0.000 homo_ev=-10.19 smiles="CCCCCCCCCC[C@H](C#N)[C@H](C#N)C(F)(F)C(F)F.CCOS(C)(=O)=O.CCOS(C)(=O)=O.CCOS(C)(=O)=O.CCOS(C)(=O)=O.CCOS(C)(=O)=O.CCOS(C)(=O)=O.CCOS(C)(=O)=O" multiplicity=1 lumo_energy_ev=0.104 homo_lumo_gap_ev=10.294 e_tot_ha=-6334.040053
C -0.423 -4.192 1.072 0.0 -0.1 0.0
C 0.043 -4.696 -0.306 -0.1 0.1 0.1
C 0.707 -3.588 -1.139 -0.1 0.0 0.1
C -0.243 -2.383 -1.344 0.1 -0.1 -0.1
C 0.027 -1.201 -0.387 -0.3 -0.1 0.1
C -1.235 -0.617 0.272 0.4 0.1 -0.1
C -2.008 0.354 -0.628 0.1 0.0 0.1
C -3.470 0.543 -0.216 0.0 0.1 -0.1
C -4.467 -0.612 -0.510 0.1 0.0 0.4
C -3.907 -1.778 -1.316 -0.1 -0.1 -0.2
C -4.935 -2.804 -1.856 0.1 0.1 0.0
C -6.093 -2.150 -2.484 0.7 -0.5 0.4
N -6.979 -1.643 -2.991 -0.7 0.4 -0.4
C -5.359 -3.935 -0.872 0.2 -0.1 0.0
C -6.107 -4.966 -1.608 0.4 0.8 0.6
N -6.682 -5.752 -2.199 -0.4 -0.7 -0.5
C -6.133 -3.519 0.405 0.0 -0.1 0.0
F -7.045 -4.485 0.717 0.0 0.1 0.0
F -6.824 -2.383 0.202 0.0 0.0 0.0
C -5.252 -3.393 1.687 -0.2 0.1 0.1
F -5.664 -2.343 2.428 0.0 -0.1 -0.1
F -3.943 -3.196 1.380 -0.1 0.0 -0.1
H -1.369 -4.646 1.388 0.2 -0.1 0.0
H 0.309 -4.391 1.859 0.0 0.0 -0.1
H -0.586 -3.115 1.053 -0.1 0.0 0.1
H -0.825 -5.079 -0.859 0.1 0.1 0.0
H 0.725 -5.539 -0.177 0.0 0.1 -0.1
H 1.025 -4.001 -2.100 0.0 0.0 0.1
H 1.612 -3.253 -0.618 0.0 0.0 -0.1
H -0.209 -2.059 -2.389 0.0 0.1 0.1
H -1.260 -2.756 -1.171 0.1 0.1 -0.1
H 0.548 -0.393 -0.912 0.0 -0.1 0.1
H 0.689 -1.549 0.410 0.0 0.1 -0.1
H -1.882 -1.429 0.630 0.0 0.1 -0.1
H -0.907 -0.074 1.163 -0.2 0.0 0.0
H -1.900 0.071 -1.685 -0.1 -0.1 0.1
H -1.512 1.328 -0.538 0.0 -0.1 -0.1
H -3.469 0.742 0.859 -0.1 0.0 -0.1
H -3.857 1.454 -0.687 0.1 -0.1 0.0
H -4.834 -0.978 0.452 0.0 0.0 -0.1
H -5.344 -0.208 -1.024 0.1 0.0 0.0
H -3.181 -2.347 -0.734 0.0 0.1 -0.1
H -3.367 -1.408 -2.193 -0.1 0.0 0.1
H -4.425 -3.342 -2.663 -0.1 0.0 0.1
H -4.427 -4.410 -0.545 -0.1 0.1 0.0
H -5.349 -4.303 2.284 0.1 0.0 -0.1
C 1.561 0.309 6.522 0.1 0.0 0.0
C 0.815 1.147 5.509 -0.1 -0.1 0.2
O 1.690 1.635 4.452 0.1 0.0 -0.1
S 2.063 0.628 3.287 -0.1 0.2 0.0
C 2.650 1.810 2.126 0.0 0.0 0.0
O 0.858 0.034 2.782 0.0 -0.2 0.1
O 3.142 -0.217 3.691 0.0 0.0 0.0
H 1.902 -0.632 6.095 0.0 0.0 0.0
H 0.898 0.081 7.356 0.0 0.0 0.0
H 2.431 0.851 6.899 0.0 0.0 0.0
H -0.012 0.603 5.052 0.0 0.0 0.0
H 0.409 2.052 5.952 0.0 0.0 0.0
H 1.832 2.472 1.857 0.0 0.0 0.0
H 2.988 1.250 1.256 0.0 0.0 0.0
H 3.475 2.356 2.575 0.0 0.0 0.0
C 2.992 2.034 -5.205 -0.1 -0.1 0.0
C 2.459 3.078 -4.251 0.3 0.1 -0.1
O 1.002 3.104 -4.229 -0.3 -0.1 0.1
S 0.253 2.008 -3.368 0.1 0.1 0.0
C -1.343 2.748 -3.356 0.0 0.1 0.0
O 0.794 2.012 -2.040 0.0 0.0 0.0
O 0.186 0.776 -4.091 0.0 -0.1 0.1
H 2.785 1.023 -4.854 0.0 0.0 0.0
H 4.071 2.160 -5.294 0.0 0.0 0.0
H 2.539 2.157 -6.188 0.0 0.0 0.0
H 2.826 2.939 -3.235 -0.1 0.0 0.0
H 2.736 4.076 -4.577 -0.1 0.0 0.0
H -1.285 3.707 -2.846 0.0 0.0 0.0
H -1.994 2.066 -2.813 0.0 0.0 0.0
H -1.685 2.857 -4.382 0.0 0.0 0.0
C 1.971 8.197 -8.829 -0.1 0.0 0.0
C 2.378 7.673 -7.469 0.2 0.0 -0.1
O 1.233 7.314 -6.654 -0.1 -0.1 0.0
S 0.538 5.917 -6.953 0.1 0.1 0.1
C -0.357 5.786 -5.447 0.0 0.0 0.1
O 1.551 4.905 -7.013 0.0 -0.1 0.0
O -0.380 6.057 -8.040 0.0 0.0 0.0
H 1.525 7.415 -9.440 0.0 0.0 0.0
H 2.851 8.581 -9.345 0.0 0.0 0.0
H 1.245 9.004 -8.726 0.0 0.0 0.0
H 3.038 6.809 -7.544 0.0 0.0 0.0
H 2.888 8.438 -6.886 -0.1 0.0 0.0
H 0.353 5.728 -4.627 0.0 0.0 0.0
H -0.939 4.870 -5.508 0.0 0.0 0.0
H -1.008 6.651 -5.354 0.0 0.0 0.0
C -2.353 -4.726 7.887 0.0 0.1 0.0
C -2.711 -5.103 6.466 0.0 -0.2 0.1
O -2.697 -3.962 5.575 0.0 0.1 0.0
S -1.273 -3.468 5.053 -0.1 0.1 -0.1
C -1.845 -2.459 3.735 0.0 0.0 -0.1
O -0.558 -4.604 4.553 0.0 0.0 0.0
O -0.668 -2.643 6.054 0.1 0.0 0.0
H -1.312 -4.418 7.967 0.0 0.0 0.0
H -2.513 -5.586 8.540 0.0 0.0 0.0
H -2.978 -3.903 8.233 0.0 0.0 0.0
H -2.041 -5.866 6.067 0.0 0.0 0.0
H -3.730 -5.478 6.402 0.0 0.1 0.0
H -2.359 -3.085 3.010 0.1 0.0 0.1
H -0.971 -1.989 3.283 0.0 0.0 0.1
H -2.510 -1.703 4.146 0.0 0.0 0.0
C -4.621 0.733 6.164 0.1 0.0 0.0
C -5.278 1.566 5.085 -0.1 -0.2 0.0
O -4.620 2.848 4.904 0.1 0.1 0.0
S -3.272 2.857 4.069 -0.1 0.0 0.1
C -3.220 4.578 3.718 0.0 0.0 0.0
O -3.475 2.113 2.862 0.0 0.0 0.0
O -2.174 2.513 4.920 0.0 0.0 0.0
H -3.624 0.409 5.867 0.0 0.0 0.0
H -5.230 -0.151 6.356 0.0 0.0 0.0
H -4.531 1.304 7.088 0.0 0.0 0.0
H -5.300 1.048 4.126 0.0 0.0 0.0
H -6.298 1.830 5.353 0.0 0.1 0.0
H -4.084 4.837 3.113 0.0 0.0 0.0
H -2.297 4.755 3.170 0.0 0.0 0.0
H -3.215 5.124 4.658 0.0 0.0 0.0
C 4.697 7.285 -1.806 0.0 -0.1 0.0
C 6.058 7.483 -2.438 -0.1 0.2 0.0
O 6.711 6.224 -2.740 0.0 -0.1 -0.1
S 6.245 5.459 -4.050 0.1 0.0 0.1
C 7.614 4.366 -4.185 0.0 0.0 0.0
O 6.233 6.379 -5.147 0.0 0.0 0.0
O 5.062 4.704 -3.766 0.0 0.0 0.0
H 3.988 6.855 -2.513 0.0 0.0 0.0
H 4.312 8.249 -1.472 0.0 0.0 0.0
H 4.767 6.618 -0.947 0.0 0.0 0.0
H 6.002 8.075 -3.351 0.0 0.0 0.0
H 6.743 7.977 -1.753 0.0 -0.1 0.0
H 8.513 4.953 -4.350 0.0 0.0 0.0
H 7.413 3.722 -5.039 0.0 0.0 0.0
H 7.683 3.780 -3.273 0.0 0.0 0.0
C 6.563 -6.886 -0.340 0.0 0.0 0.1
C 5.409 -7.816 -0.642 0.1 0.0 -0.2
O 4.731 -8.258 0.561 -0.1 0.0 0.1
S 3.703 -7.244 1.226 0.0 -0.1 0.0
C 2.861 -8.398 2.250 0.0 0.0 0.0
O 2.819 -6.757 0.209 0.0 0.0 0.0
O 4.410 -6.310 2.044 0.0 0.0 0.0
H 6.215 -5.934 0.058 0.0 0.0 0.0
H 7.122 -6.695 -1.257 0.0 0.0 0.0
H 7.234 -7.334 0.393 0.0 0.0 0.0
H 4.677 -7.355 -1.305 0.0 0.0 0.0
H 5.754 -8.739 -1.104 0.0 0.0 0.1
H 2.369 -9.133 1.619 0.0 0.0 0.0
H 2.131 -7.827 2.820 0.0 0.0 0.0
H 3.583 -8.864 2.915 0.0 0.0 0.0